Computed, not measured: a 12-piece molecular cluster, C62H133N5O21 overall, with wB97M-V/def2-TZVPD.

## Properties
**Orbital gap**: 0.3429 Eh
**Structure (SMILES)**: COCCOCCOC.COCCOCCOC.COCCOCCOC.COCCOCCOC.COCCOCCOC.COCCOCCOC.COCCOCCOC.CCCC#N.CCCC#N.CCCC#N.CCCC#N.CCCC#N
**Highest occupied orbital energy**: -8.87 eV
**DFT total energy**: -4295.34876 Eh
**Multiplicity**: 1
**ΔE to the lowest compared entry with this formula, charge and spin**: 33.2 kcal/mol
**Charge**: 0

Last column: Löwdin charge in e.
Positions of all 221 atoms, in Å:
C: 6.2342 -3.0221 -6.9720  -0.121
O: 5.0187 -2.6993 -6.3647  -0.183
C: 4.0514 -2.2048 -7.2644  -0.212
C: 2.8397 -1.6949 -6.5791  -0.223
O: 2.0407 -2.7240 -6.0892  -0.130
C: 0.8160 -2.2941 -5.4815  -0.170
C: -0.0272 -3.4505 -5.0899  -0.210
O: -0.6443 -4.1323 -6.1701  -0.190
C: 0.0009 -5.3315 -6.5951  -0.084
H: 6.2472 -3.9062 -7.5925  0.080
H: 7.0140 -3.2130 -6.2232  0.092
H: 6.5737 -2.2075 -7.6332  0.089
H: 3.9211 -2.9523 -8.0183  0.117
H: 4.4904 -1.3306 -7.9225  0.155
H: 2.1860 -1.2126 -7.3386  0.138
H: 3.1325 -0.9689 -5.8361  0.113
H: 0.3098 -1.5913 -6.1653  0.135
H: 1.1610 -1.8341 -4.5487  0.114
H: -0.7793 -3.1791 -4.3618  0.103
H: 0.5530 -4.1880 -4.4929  0.138
H: 0.1278 -6.0573 -5.8561  0.065
H: 0.9384 -5.0948 -7.0904  0.085
H: -0.6859 -5.7603 -7.3408  0.094
C: -7.9195 1.1910 1.7549  -0.078
O: -7.6077 0.0449 2.5438  -0.167
C: -7.0252 0.2791 3.7833  -0.243
C: -5.5703 0.2859 3.6734  -0.206
O: -5.1183 1.4314 2.9371  -0.124
C: -3.7990 1.1681 2.4855  -0.190
C: -3.2501 2.3930 1.7592  -0.164
O: -2.5596 3.2428 2.6493  -0.227
C: -3.2955 3.7074 3.7574  -0.089
H: -7.0544 1.4337 1.1909  0.050
H: -8.1118 2.0647 2.3257  0.077
H: -8.7857 0.9332 1.1401  0.096
H: -7.3631 -0.5872 4.3919  0.139
H: -7.4432 1.1612 4.3179  0.142
H: -5.2200 -0.6588 3.2626  0.129
H: -5.1233 0.3398 4.6907  0.127
H: -3.8411 0.2622 1.8086  0.125
H: -3.0916 0.9290 3.2294  0.100
H: -4.0056 2.9807 1.2522  0.125
H: -2.4464 2.0350 1.1152  0.111
H: -2.7798 4.5193 4.2862  0.085
H: -3.4789 2.8827 4.4789  0.088
H: -4.2833 4.1062 3.4625  0.099
C: 6.0552 -7.5710 -2.6457  -0.087
O: 6.4205 -6.1758 -2.5658  -0.174
C: 5.6225 -5.4679 -3.4666  -0.223
C: 5.8053 -3.9679 -3.3061  -0.195
O: 5.5029 -3.6707 -1.9789  -0.123
C: 5.3482 -2.2910 -1.7309  -0.170
C: 6.6502 -1.3991 -1.6358  -0.151
O: 7.0907 -0.7208 -2.8299  -0.194
C: 6.5625 0.6317 -2.9093  -0.093
H: 6.8349 -8.1963 -2.2815  0.071
H: 5.8057 -7.8853 -3.6428  0.072
H: 5.1823 -7.6740 -1.9607  0.102
H: 4.5784 -5.6566 -3.1687  0.126
H: 5.7523 -5.9412 -4.4549  0.126
H: 5.2005 -3.4392 -4.0044  0.101
H: 6.8369 -3.6620 -3.4617  0.129
H: 4.7532 -2.1815 -0.8277  0.116
H: 4.7793 -1.9071 -2.5034  0.086
H: 7.4447 -2.0890 -1.3776  0.123
H: 6.5414 -0.6617 -0.8648  0.096
H: 6.9215 1.1819 -3.7648  0.077
H: 6.9368 1.1830 -2.0324  0.077
H: 5.4646 0.7001 -2.9078  0.076
C: -5.6451 1.7790 -1.8470  -0.099
O: -4.3220 1.4131 -1.6056  -0.205
C: -4.1363 0.0992 -1.0915  -0.194
C: -4.6554 -1.1561 -1.7822  -0.173
O: -4.1953 -2.2314 -0.9215  -0.125
C: -4.9701 -3.3806 -1.1888  -0.188
C: -5.1811 -3.7139 -2.6611  -0.228
O: -3.9012 -3.9299 -3.2019  -0.205
C: -3.9468 -4.3867 -4.5479  -0.085
H: -5.6569 2.8446 -1.8091  0.077
H: -6.2683 1.3285 -1.0552  0.083
H: -5.9604 1.2856 -2.8122  0.108
H: -4.3802 -0.0459 -0.0450  0.103
H: -3.0390 -0.0093 -1.0597  0.115
H: -4.2608 -1.2680 -2.8082  0.104
H: -5.7432 -1.0810 -1.7396  0.126
H: -5.9904 -3.2048 -0.8412  0.124
H: -4.5361 -4.2492 -0.6951  0.133
H: -5.6062 -2.8579 -3.2217  0.115
H: -5.7712 -4.6442 -2.8521  0.142
H: -4.5368 -3.6708 -5.1399  0.088
H: -4.4572 -5.3219 -4.6710  0.080
H: -2.9422 -4.3119 -4.9655  0.075
C: -1.0724 2.2467 7.1501  -0.120
O: -2.3520 1.7981 6.7029  -0.208
C: -2.7469 0.5933 7.3903  -0.177
C: -2.0617 -0.5909 6.7197  -0.197
O: -2.6247 -1.7724 7.2391  -0.141
C: -3.7805 -2.2370 6.6140  -0.204
C: -3.7726 -3.5781 5.8598  -0.187
O: -3.9732 -4.7670 6.6150  -0.190
C: -2.7903 -5.3879 7.0495  -0.115
H: -1.0950 2.7797 8.1033  0.077
H: -0.6460 2.9810 6.3811  0.058
H: -0.2906 1.3601 7.3006  0.118
H: -3.7930 0.4611 7.3358  0.105
H: -2.5422 0.6698 8.4598  0.132
H: -0.9999 -0.5874 6.8952  0.106
H: -2.2894 -0.5373 5.6431  0.129
H: -4.1452 -1.5141 5.9189  0.083
H: -4.6318 -2.3670 7.4164  0.169
H: -2.7880 -3.7247 5.2237  0.150
H: -4.6290 -3.5018 5.2271  0.106
H: -2.0802 -4.6096 7.3773  0.089
H: -2.3428 -6.0310 6.2753  0.082
H: -3.0183 -5.9770 7.9344  0.086
C: -0.1176 1.5531 3.5071  -0.070
O: -0.5586 0.6718 2.4659  -0.217
C: 0.2951 0.6719 1.3294  -0.194
C: -0.3090 -0.3332 0.3099  -0.184
O: 0.1355 -1.6164 0.7206  -0.135
C: -0.6170 -2.6901 0.1981  -0.163
C: -0.5691 -3.0088 -1.3480  -0.182
O: 0.6666 -3.5440 -1.7741  -0.201
C: 1.7795 -2.6681 -1.9171  -0.088
H: -0.2739 2.5648 3.1456  0.052
H: 0.9719 1.4582 3.7427  0.093
H: -0.7989 1.3387 4.3337  0.080
H: 1.3100 0.3920 1.5819  0.093
H: 0.2873 1.7048 0.9249  0.112
H: -0.0241 -0.0845 -0.6777  0.086
H: -1.4022 -0.2257 0.4230  0.111
H: -1.6421 -2.5712 0.4544  0.100
H: -0.2146 -3.6202 0.6081  0.129
H: -0.7727 -2.0869 -1.9395  0.118
H: -1.3334 -3.7194 -1.4328  0.099
H: 1.4238 -1.6492 -2.1411  0.079
H: 2.4239 -3.1051 -2.6681  0.080
H: 2.3183 -2.6888 -0.9489  0.091
C: 4.0884 1.7549 -5.9360  -0.149
O: 3.5398 1.7902 -4.6669  -0.225
C: 2.4405 2.7205 -4.5780  -0.149
C: 1.1396 2.1104 -5.1796  -0.124
O: 0.0505 2.8871 -4.6422  -0.178
C: -1.2356 2.5919 -5.1982  -0.173
C: -2.0833 1.4540 -4.6207  -0.201
O: -2.2630 0.5083 -5.6577  -0.189
C: -2.7227 -0.6925 -5.0481  -0.100
H: 4.9201 1.0405 -5.7731  0.094
H: 4.4037 2.7707 -6.3836  0.117
H: 3.3647 1.2817 -6.6538  0.084
H: 2.8257 3.6290 -5.0366  0.119
H: 2.3445 2.9614 -3.5162  0.114
H: 1.0551 1.1665 -4.6895  0.119
H: 0.9866 2.1815 -6.2341  0.120
H: -1.2566 2.5065 -6.2910  0.131
H: -1.7797 3.5175 -5.1368  0.104
H: -3.1053 1.7454 -4.2710  0.133
H: -1.5988 0.9884 -3.8152  0.095
H: -2.5021 -1.5391 -5.7336  0.099
H: -3.8495 -0.5450 -4.8116  0.115
H: -2.1844 -0.8257 -4.1226  0.063
C: 3.8645 5.2924 6.8089  -0.123
C: 3.9183 3.8094 6.6970  -0.271
C: 2.8339 3.2795 5.7743  -0.173
C: 3.0870 3.6810 4.3372  -0.185
N: 3.2875 3.9524 3.2400  0.173
H: 4.7120 5.6387 7.4248  0.081
H: 2.9662 5.6288 7.3053  0.076
H: 3.9923 5.7365 5.8123  0.075
H: 3.6341 3.5286 7.6900  0.102
H: 4.9139 3.4644 6.4866  0.111
H: 1.8208 3.6547 6.0130  0.063
H: 2.7199 2.1993 5.7782  0.082
C: 4.7312 3.8100 -1.4830  -0.106
C: 4.1850 3.6803 -0.0828  -0.280
C: 4.3128 2.3565 0.6572  -0.176
C: 3.4076 1.3177 0.1133  -0.173
N: 2.7550 0.4892 -0.4197  0.180
H: 4.2823 3.0425 -2.1286  0.046
H: 5.7784 3.5601 -1.5701  0.057
H: 4.5558 4.8196 -1.9921  0.105
H: 3.2195 4.0676 -0.0746  0.046
H: 4.7907 4.3723 0.5169  0.111
H: 4.0350 2.5560 1.7288  0.073
H: 5.3645 1.9548 0.6243  0.132
C: 1.3231 7.3011 3.2841  -0.131
C: 0.0738 6.8100 2.5858  -0.255
C: -0.3000 5.3181 2.7966  -0.171
C: 0.0552 4.9431 4.1865  -0.210
N: 0.2361 4.7854 5.3202  0.172
H: 1.5060 8.3952 3.1161  0.080
H: 2.2430 6.7064 3.0511  0.074
H: 1.2255 7.2625 4.4122  0.077
H: 0.1733 7.0756 1.4995  0.111
H: -0.7917 7.3748 2.8873  0.096
H: 0.3518 4.6697 2.2317  0.057
H: -1.3662 5.1688 2.6882  0.090
C: 0.0476 -4.6220 4.5861  -0.117
C: 0.4827 -3.3715 5.3098  -0.256
C: 1.0048 -2.2975 4.3560  -0.178
C: 1.8187 -1.3679 5.1439  -0.230
N: 2.4390 -0.5664 5.7157  0.145
H: -0.2334 -5.4814 5.2514  0.076
H: 0.9259 -4.9620 3.9675  0.094
H: -0.7531 -4.5058 3.9014  0.048
H: 1.2706 -3.6446 5.9092  0.079
H: -0.4220 -2.8753 5.8712  0.132
H: 0.2297 -1.7128 3.8297  0.121
H: 1.7212 -2.7023 3.6253  0.130
C: -2.9495 4.8228 -1.3715  -0.087
C: -1.9322 4.3011 -2.3825  -0.242
C: -0.8679 3.4231 -1.7207  -0.153
C: 0.0209 4.1159 -0.6988  -0.172
N: 0.7484 4.5759 0.0483  0.178
H: -2.4686 5.0753 -0.4528  0.052
H: -3.5608 3.9742 -1.0786  0.046
H: -3.5179 5.7109 -1.7352  0.094
H: -1.4068 5.1708 -2.8441  0.131
H: -2.4576 3.7307 -3.1290  0.072
H: -0.1368 2.9670 -2.4258  0.100
H: -1.3277 2.5630 -1.1118  0.127